The following is a quantum chemistry calculation of an isolated ion of composition C3H7NO2 and charge +1 at a distorted geometry, from OMol25.

Computed properties:
**Relative energy (zero: lowest compared OMol25 entry of this formula, charge and spin)**: 291.8 kJ/mol
**HOMO energy (spin up / spin down)**: -15.19 / -15.02 eV
**Electronic energy**: -323.32012 a.u.
**Molecular weight**: 89.09 g mol⁻¹
**Net charge**: +1
**Spin multiplicity**: 2

Element x y z (Å)
C1 0.090 0.676 -0.014
C2 1.471 0.011 -0.146
O1 2.153 0.570 1.113
C3 -1.104 0.039 -0.730
N1 -2.284 -0.401 0.112
O2 -1.011 -0.441 -1.833
H1 0.458 1.598 -0.337
H2 -0.194 0.581 1.076
H3 1.315 -1.055 -0.080
H4 2.112 0.429 -0.869
H5 2.155 0.020 1.890
H6 -2.998 -0.592 -0.680
H7 -2.164 -1.435 0.498

natural (NBO) population analysis, charges in e, atoms 1 to 2: -0.54, -0.05